(1)
Here is 4 unconnected molecules or ions with the total composition C30H64ClO12P from the OMol25 dataset. Energies are from ωB97M-V with the def2-TZVPD basis set.

Summary:
- largest force on an atom (eV/A) = 9.68
- total energy (eV) = -78515.5038
- total charge = 0

The geometry in XYZ format:
```
108
C30H64ClO12P | the OMol25 dataset | ωB97M-V with the def2-TZVPD basis set
C -3.92398 8.44908 -1.01748
O -2.56814 7.90544 -0.84972
C -1.73820 8.09966 -2.05691
C -0.77635 6.78310 -2.40006
C -1.48672 5.39725 -1.80665
C -2.95379 5.12258 -2.49356
C -2.86872 4.48670 -4.01442
C -1.89528 3.14961 -4.11417
C -2.37129 1.94482 -3.07842
C -1.08427 1.03156 -2.52772
C -0.94290 1.24006 -0.91252
C -0.56803 -0.16252 -0.08020
C -1.73181 -1.31806 -0.18820
C -2.99889 -1.14836 0.83075
C -3.93250 0.20344 0.52458
Cl -2.59134 -1.35166 2.63699
O 0.44697 -0.72867 -1.03731
C 1.79118 -0.16007 -0.75266
O 2.86635 -0.20047 -1.56785
O 1.65632 0.49696 0.57811
C 0.42465 -0.08611 1.20839
C 0.14134 0.82524 2.51534
C -0.64840 2.23537 2.29122
O 0.15919 3.23475 1.53437
P 1.15152 -1.69808 1.97037
O 0.17681 -2.93992 1.93052
H -4.46526 8.12270 -2.00667
H -3.84492 9.61826 -0.91296
H -4.58865 8.01887 -0.12850
H -2.48852 8.18908 -2.98053
H -1.08476 9.08799 -2.00198
H -0.69788 6.69490 -3.58720
H 0.32664 6.92027 -1.99387
H -0.70709 4.51626 -1.98721
H -1.62007 5.45542 -0.63195
H -3.61628 6.09703 -2.58388
H -3.54267 4.40700 -1.75340
H -2.40623 5.31880 -4.71168
H -3.94096 4.16326 -4.40453
H -0.77998 3.50452 -3.92403
H -1.97916 2.73147 -5.21642
H -3.04542 1.21453 -3.73716
H -3.06430 2.32486 -2.20906
H -0.12191 1.46995 -3.05852
H -1.26272 -0.06456 -2.88880
H -0.02114 1.98270 -0.75472
H -1.86945 1.80488 -0.44398
H -1.30432 -2.43231 -0.15105
H -2.18288 -1.22008 -1.28974
H -3.73364 -2.05710 0.58038
H -4.21508 0.20345 -0.61062
H -3.45557 1.19361 0.92126
H -4.95130 0.06428 1.12893
H 1.20791 1.11608 2.96923
H -0.40791 0.26954 3.41824
H -1.71283 2.14748 1.81549
H -0.81167 2.72117 3.36807
H -0.53295 3.92036 1.22846
H 2.48159 -1.97900 1.43598
H 1.37045 -1.40757 3.39437
C 0.34853 -5.04253 -4.07982
O 0.47907 -4.72749 -5.46083
C -0.63657 -3.97972 -5.95436
C -0.29547 -2.49368 -6.08716
O -0.09024 -1.89055 -4.80490
C 1.29129 -1.71375 -4.50953
H 1.30959 -5.41770 -3.72034
H 0.07452 -4.16442 -3.48554
H -0.40470 -5.82538 -3.94924
H -1.51890 -4.12663 -5.31841
H -0.87084 -4.37644 -6.94774
H -1.14402 -1.97715 -6.54860
H 0.57800 -2.34607 -6.73416
H 1.69500 -0.89133 -5.11025
H 1.86810 -2.62440 -4.69439
H 1.38458 -1.45253 -3.45215
C 7.52986 -5.50357 -0.07523
O 6.20771 -6.01526 0.04131
C 5.71743 -5.95039 1.38400
C 4.75286 -4.77649 1.56809
O 5.43216 -3.52167 1.44956
C 5.21390 -2.91046 0.18231
H 7.76013 -5.38428 -1.13653
H 7.63459 -4.52951 0.41424
H 8.24008 -6.21295 0.36025
H 6.54613 -5.89629 2.10154
H 5.17489 -6.88323 1.56981
H 4.33676 -4.81765 2.58047
H 3.91717 -4.83830 0.86018
H 4.19333 -2.51508 0.13394
H 5.37886 -3.60990 -0.64215
H 5.91593 -2.07906 0.07780
C 1.07163 -0.57114 6.88052
O -0.07122 -0.89387 6.09742
C -0.30526 -2.30408 6.03495
C -1.43952 -2.72203 6.97362
O -1.06777 -2.55322 8.34598
C -1.63966 -1.38104 8.91699
H 1.07040 0.50602 7.06307
H 1.06266 -1.08687 7.84658
H 1.98129 -0.83288 6.33162
H 0.61338 -2.86376 6.25263
H -0.59948 -2.53226 5.00517
H -1.64203 -3.78868 6.82864
H -2.36150 -2.17265 6.74676
H -2.71054 -1.53778 9.08688
H -1.49069 -0.50313 8.28197
H -1.15618 -1.19862 9.88029
```

Atom charges from the Mulliken analysis, given in e for atoms 1 to 6: atom 1 (C): -0.626, atom 2 (O): -0.316, atom 3 (C): -0.416, atom 4 (C): -0.739, atom 5 (C): 0.062, atom 6 (C): -0.170

(2)
Here is a molecular structure, C48H122F6N10O14Sr2 from the OMol25 dataset. Energies are from ωB97M-V with the def2-TZVPD basis set.

Summary:
- largest force on an atom (eV/A) = 3.34
- total energy (eV) = -113262.4020
- total charge = +2

The geometry in XYZ format:
```
202
C48H122F6N10O14Sr2 | the OMol25 dataset | ωB97M-V with the def2-TZVPD basis set
Sr -18.75417 -4.01095 27.20567
Sr -17.32248 -2.18083 33.60746
C -17.98841 -6.01530 38.79091
O -17.40164 -7.07447 38.06957
O -17.72032 -4.85475 38.06158
C -19.46202 -6.40210 39.08808
F -20.34672 -6.27045 38.08010
F -19.56260 -7.69916 39.46157
F -19.92474 -5.75422 40.11141
C -16.71789 -8.13010 38.85907
C -15.92541 -9.01098 37.93420
H -15.88405 -10.05698 38.23797
H -16.30672 -9.19269 36.92938
H -14.89441 -8.67027 37.83915
H -17.46189 -8.80335 39.28488
H -16.07438 -7.70785 39.63089
H -17.43845 -6.00914 39.73198
C -21.14889 -7.25369 32.15011
O -20.45701 -8.30052 31.37494
O -20.67602 -6.02533 31.68894
C -22.77108 -7.45149 32.20084
F -23.04766 -8.73864 32.66383
F -23.50689 -6.61793 33.00033
F -23.28745 -7.37156 31.01490
C -20.34398 -9.63849 32.00255
C -19.25092 -10.47256 31.30080
H -19.55182 -10.75049 30.29070
H -18.28529 -9.97509 31.39130
H -19.15423 -11.42353 31.82462
H -21.29492 -10.15534 31.87345
H -20.09023 -9.54288 33.05828
H -20.80968 -7.40153 33.17538
C -25.08117 -10.94588 26.93804
C -26.02182 -10.64956 25.84028
C -25.41341 -10.78793 24.43679
O -24.52500 -9.63802 24.22238
C -24.31440 -9.38260 22.87358
N -27.07297 -11.64362 25.87424
H -24.73501 -11.97826 26.88867
H -25.59903 -10.67861 27.85918
H -24.18210 -10.33836 26.83453
H -26.48371 -9.66641 25.93061
H -26.13150 -10.92559 23.62838
H -24.86193 -11.71826 24.30091
H -25.25927 -9.34849 22.33120
H -23.69226 -10.14266 22.40096
H -23.81524 -8.41643 22.79976
H -27.53776 -11.51235 26.76128
H -26.61488 -12.54309 25.90884
C -10.63076 -14.81944 34.73333
C -9.71711 -15.55302 33.80735
C -9.90164 -15.11077 32.35014
O -11.22535 -15.39049 31.85297
C -11.49519 -14.74752 30.63530
N -8.40668 -15.34312 34.38386
H -10.38846 -13.75755 34.69100
H -10.54611 -15.19490 35.75313
H -11.65690 -14.87516 34.37000
H -9.89927 -16.62563 33.87396
H -9.09371 -15.39943 31.67781
H -9.68377 -14.04335 32.31515
H -11.59934 -13.69713 30.90720
H -12.49988 -14.99951 30.29586
H -10.71735 -14.92853 29.89348
H -8.12208 -14.37412 34.37114
H -8.34452 -15.68631 35.33173
C -22.89095 -18.67159 35.53564
C -22.39184 -17.82594 34.35831
C -22.20169 -16.35303 34.76133
O -23.32893 -15.86115 35.51273
C -23.34512 -14.48466 35.75120
N -21.12267 -18.25286 33.90109
H -23.92215 -18.35780 35.69771
H -22.26424 -18.36539 36.37325
H -22.99185 -19.75262 35.43918
H -23.12256 -17.88069 33.55136
H -22.06908 -15.80365 33.82928
H -21.37934 -16.16052 35.45040
H -23.30015 -13.93509 34.81097
H -22.51081 -14.21519 36.39882
H -24.26960 -14.15840 36.22767
H -20.44814 -18.40283 34.63772
H -21.24481 -19.23145 33.68299
C -34.66678 -6.01508 25.80800
C -33.16529 -5.91651 25.68283
C -32.46175 -6.67227 26.88530
O -32.21695 -5.81035 28.01653
C -31.61396 -6.56142 29.03393
N -32.88540 -6.51861 24.38711
H -34.86616 -5.55474 26.77569
H -35.03042 -7.04242 25.78723
H -35.10632 -5.39806 25.02429
H -32.91923 -4.85490 25.65969
H -31.49999 -7.00806 26.49753
H -32.99334 -7.59639 27.11222
H -30.68658 -7.06614 28.76313
H -32.24975 -7.41206 29.27946
H -31.60081 -6.03678 29.98927
H -32.74876 -7.51143 24.51256
H -33.73008 -6.52352 23.83339
C -22.44444 0.99467 35.53607
C -21.83464 2.13092 34.69281
C -22.41222 3.52525 35.13303
O -22.15046 4.56618 34.19165
C -22.54899 5.84679 34.67447
N -20.44862 2.13946 35.00030
H -23.52349 1.14818 35.54939
H -22.15254 0.95644 36.58555
H -22.27272 0.00963 35.10214
H -21.96968 1.78713 33.66730
H -22.06011 3.76853 36.13548
H -23.49547 3.40503 35.11840
H -22.13682 6.59439 33.99673
H -22.22902 5.97744 35.70822
H -23.63642 5.88946 34.73592
H -20.43553 2.34555 35.98896
H -20.21097 2.99387 34.51697
C -12.40881 -6.91809 33.30329
C -13.15088 -5.63925 33.70023
C -12.34604 -4.34651 33.57945
O -13.07405 -3.28512 34.28203
C -12.47829 -2.98493 35.53458
N -14.33277 -5.49415 32.86364
H -13.03167 -7.80918 33.38138
H -11.49847 -7.03301 33.89164
H -12.27283 -7.01704 32.22635
H -13.31303 -5.70559 34.77607
H -12.23115 -4.05232 32.53621
H -11.35234 -4.46380 34.01177
H -12.41007 -3.91255 36.10290
H -13.03446 -2.29358 36.16767
H -11.44519 -2.66270 35.40434
H -14.08738 -5.36891 31.89195
H -14.84590 -6.36222 32.92077
C -17.06448 -4.37526 20.71841
C -17.98530 -4.86669 21.86855
C -17.86543 -6.33302 22.24833
O -18.54115 -6.60785 23.47271
C -18.40339 -7.95032 23.88933
N -17.56288 -3.99409 23.00220
H -17.17983 -5.06380 19.88133
H -15.99721 -4.35626 20.93907
H -17.32829 -3.36514 20.40511
H -19.01977 -4.62081 21.62875
H -16.79974 -6.49643 22.40862
H -18.10487 -6.91228 21.35658
H -19.26255 -8.34197 24.43390
H -17.47762 -8.18316 24.41548
H -18.48584 -8.66908 23.07405
H -17.73206 -3.07554 22.61781
H -16.55326 -4.01379 23.02210
C -27.10034 -7.15848 40.38456
C -27.82338 -6.74217 39.05976
C -27.92120 -5.20039 38.89543
O -28.54992 -4.72127 37.70110
C -29.90646 -4.68881 37.76543
N -27.14862 -7.34133 37.94924
H -26.92001 -8.23285 40.42058
H -27.73270 -6.83547 41.21154
H -26.14342 -6.69679 40.62798
H -28.80626 -7.20599 39.14288
H -26.91135 -4.83626 38.70645
H -28.23495 -4.69938 39.81120
H -30.26982 -5.70209 37.93664
H -30.34553 -4.31439 36.84071
H -30.34575 -4.13151 38.59280
H -26.15860 -7.15161 37.88614
H -27.42797 -6.79259 37.14865
C -32.04813 -10.55428 34.53982
C -31.36507 -11.92084 34.66613
C -30.37895 -12.23522 33.46963
O -30.85685 -12.07428 32.10290
C -31.95489 -12.92499 31.68624
N -30.68571 -11.88442 35.95292
H -32.70117 -10.43739 33.67496
H -31.34322 -9.72432 34.49105
H -32.75448 -10.49604 35.36794
H -32.20688 -12.61108 34.72104
H -29.94650 -13.23443 33.52116
H -29.47237 -11.63776 33.56584
H -32.83783 -12.86666 32.32272
H -31.64053 -13.96183 31.80558
H -32.26311 -12.71242 30.66257
H -30.06626 -12.68117 35.99280
H -30.03916 -11.10850 35.95592
C -25.35791 -3.74294 25.83059
C -23.85661 -3.30667 25.88008
C -23.62400 -1.98842 26.55722
O -22.26061 -1.52712 26.47231
C -22.06911 -0.17633 26.84890
N -23.09024 -4.44048 26.38576
H -26.08010 -2.98448 25.52846
H -25.66129 -4.02422 26.83903
H -25.57321 -4.59488 25.18565
H -23.48974 -3.17710 24.86187
H -23.95835 -2.05324 27.59265
H -24.25906 -1.28302 26.02130
H -21.04927 0.07566 26.55814
H -22.21502 -0.10419 27.92667
H -22.70083 0.45531 26.22433
H -23.23512 -5.14532 25.67701
H -23.64346 -4.69913 27.19021
```

Atom charges from the Mulliken analysis, given in e for atoms 1 to 6: atom 1 (Sr): 1.487, atom 2 (Sr): 1.422, atom 3 (C): -0.115, atom 4 (O): -0.245, atom 5 (O): -0.624, atom 6 (C): 0.865

Question: Which formula does entry 1 have?
Answer: C30H64ClO12P